No. 1
{"formula": "C6H8N2O", "method": "the ωB97M-V functional and the def2-TZVPD basis", "smiles": "CC(=O)NC1(C#N)CC1", "homo_lumo_gap_ev": 10.65, "lumo_ev": 0.706, "e_tot_ha": -418.12601, "spin_multiplicity": 1, "total_charge": 0, "elements": ["O", "N", "N", "C", "C", "C", "C", "C", "C", "H", "H", "H", "H", "H", "H", "H", "H"], "xyz": [[-1.521, -0.289, -1.273], [2.545, 2.321, 0.045], [-0.325, 0.553, 0.453], [1.236, 0.133, -0.133], [1.980, 1.329, -0.050], [-1.466, 0.206, -0.171], [1.764, -1.228, 0.182], [1.359, -0.882, -1.216], [-2.711, 0.501, 0.649], [2.124, -0.706, -1.959], [2.816, -1.296, 0.424], [0.438, -1.281, -1.607], [-2.506, 1.117, 1.521], [-0.295, 0.873, 1.405], [1.136, -1.895, 0.755], [-3.437, 0.995, 0.009], [-3.137, -0.449, 0.967]]}

***

No. 2
{"formula": "C6H8N2O2", "method": "the ωB97M-V functional and the def2-TZVPD basis", "smiles": "O=c1cc[nH]c(=O)[nH]1.C=C", "homo_lumo_gap_ev": 9.89, "lumo_ev": 0.264, "e_tot_ha": -493.36296, "spin_multiplicity": 1, "total_charge": 0, "elements": ["O", "O", "N", "N", "C", "C", "C", "C", "C", "C", "H", "H", "H", "H", "H", "H", "H", "H"], "xyz": [[-2.114, 2.351, 0.148], [-2.662, -2.060, 0.608], [-0.499, 0.966, -0.560], [-2.408, 0.148, 0.537], [-0.069, -0.265, -0.817], [5.702, -0.365, -0.315], [-1.982, -1.141, 0.135], [-1.764, 1.241, -0.067], [5.438, 0.286, 0.825], [-0.759, -1.317, -0.560], [-3.337, 0.462, 0.785], [-0.076, 1.808, -1.136], [-0.741, -2.429, -0.984], [4.441, 0.412, 1.266], [6.762, -0.509, -0.300], [5.104, -1.117, -0.869], [6.107, 0.967, 1.336], [0.902, -0.356, -1.190]]}

***

Across the entries above, M takes the values 124.143; 140.142 g/mol, respectively.
Across the entries above, relative energy (zero: lowest compared OMol25 entry of this formula, charge and spin) takes the values 35.9; 52.7 kcal/mol, respectively.